This record from OMol25 describes a structure of composition C17H19NO2S. The level of theory is wB97M-V/def2-TZVPD.

**HOMO-LUMO gap**: 7.60 eV
**LUMO**: -0.55 eV
**Highest occupied orbital energy**: -8.1502 eV

```
! RIJCOSX wB97M-V def2-TZVPD def2/J DEFGRID3
* xyz 0 1
C -0.9781 2.5570 -5.2365
H -1.4967 1.4859 -5.3846
O 0.4011 2.2116 -4.6652
C 0.4295 1.5785 -3.5944
C 1.5986 1.3025 -3.2306
C 1.9577 0.8558 -2.0429
C 0.8704 0.4632 -1.2731
C -0.2876 0.3363 -1.7575
C -0.5492 1.0424 -2.9572
H -1.6548 1.1977 -3.1593
H -0.9288 0.0815 -1.1420
N 1.2924 -0.4638 -0.1621
C 2.1708 -0.8837 0.5284
O 3.5450 -0.5346 0.1693
C 2.0974 -1.5933 1.8365
C 1.6813 -0.3215 2.9528
H 1.2545 0.5279 2.5755
H 2.4666 -0.2020 3.6714
S 0.4025 -1.1509 4.0688
C -0.9425 -0.7659 2.7893
C -1.3287 0.2978 2.1900
C -2.2192 0.6628 1.2686
C -2.8813 -0.5961 0.8704
C -2.6031 -1.7079 1.3809
C -1.4886 -2.2399 2.2419
H -1.3896 -3.0221 2.8043
H -3.3591 -2.7767 1.0168
C -3.9141 -0.5777 -0.1533
H -5.0760 -0.6001 0.2284
H -4.1383 0.5205 -0.5618
H -3.8098 -1.3088 -0.9864
H -2.5976 1.3476 0.8461
H -0.7878 1.2536 2.6699
H 2.9011 -2.0054 2.1443
H 1.2593 -2.2077 1.7335
H 0.5259 -0.6520 0.5028
H 3.0631 0.4866 -1.7102
H 2.5940 2.0973 -3.6774
H -0.7988 3.0683 -6.2541
H -1.4518 3.2213 -4.6902
*
```


This record from OMol25 describes a structure of composition C43H40GeN2O2ReS5Sb. The level of theory is wB97M-V/def2-TZVPD.

**HOMO-LUMO gap (spin up / spin down)**: 5.60 / 5.34 eV
**LUMO (spin up / spin down)**: -4.94 / -5.20 eV
**Highest occupied orbital energy (spin up / spin down)**: -10.5465 / -10.5430 eV

```
! RIJCOSX wB97M-V def2-TZVPD def2/J DEFGRID3
* xyz 1 2
Re 0.3525 -0.9558 -0.8307
C -6.5478 -1.2187 0.0582
C -5.1490 -1.0352 0.5611
C -4.1689 -1.9821 0.2903
C -2.8701 -1.8349 0.7523
C -2.5484 -0.7144 1.4886
C -3.5144 0.2409 1.7959
C -4.8053 0.0700 1.3346
S -0.9632 -0.3365 2.1539
O -0.7060 1.0624 1.9587
O -0.9062 -0.8704 3.4794
N 0.2028 -1.1437 1.1829
C 1.3776 -1.5428 1.8796
C 1.5425 -1.7219 3.2290
C 2.7853 -2.1325 3.7551
C 3.8631 -2.3797 2.9510
C 3.7224 -2.2260 1.5487
C 4.7633 -2.4779 0.6363
C 4.5491 -2.3170 -0.7094
C 3.2889 -1.9012 -1.1455
N 2.2941 -1.6527 -0.3067
C 2.4830 -1.8024 1.0341
H -6.5550 -1.7394 -0.8975
H -7.0499 -0.2626 -0.0649
H -7.1310 -1.8117 0.7639
H -4.4372 -2.8478 -0.3012
H -2.1245 -2.5886 0.5622
H -3.2587 1.1081 2.3820
H -5.5566 0.8104 1.5727
H 0.7245 -1.5621 3.9172
H 2.8636 -2.2509 4.8255
H 4.8133 -2.6941 3.3575
H 5.7247 -2.8000 1.0116
H 5.3241 -2.5039 -1.4370
H 3.0753 -1.7715 -2.1972
S -1.2989 2.2046 -4.9486
Sb -1.1525 0.4573 -3.6314
S 1.1826 -0.0805 -2.7400
S -1.4415 0.6488 -1.1054
S -2.0573 -1.5160 -4.1438
C -2.2475 3.3801 0.4812
Ge -0.6894 2.8765 -0.5641
C -0.5658 3.8927 -2.2011
C -1.6184 4.7141 -2.6008
C -1.4689 5.5706 -3.6807
C -0.2635 5.6121 -4.3662
C 0.7925 4.8069 -3.9701
C 0.6442 3.9561 -2.8893
C 1.0917 3.0137 0.2384
C 1.9566 1.9704 0.3775
C 3.2773 2.1206 0.8395
C 3.7253 3.3617 1.1705
C 2.8785 4.4864 1.0479
C 3.3458 5.7798 1.3863
C 2.5361 6.8691 1.2637
C 1.2159 6.7102 0.7951
C 0.7414 5.4746 0.4641
C 1.5539 4.3211 0.5790
H -2.2832 4.4605 0.5927
H -2.2045 2.9227 1.4616
H -3.1497 3.0505 -0.0337
H -2.5678 4.6834 -2.0804
H -2.2890 6.2025 -3.9882
H -0.1456 6.2783 -5.2078
H 1.7300 4.8449 -4.5041
H 1.4867 3.3508 -2.5685
H 1.6233 0.9702 0.1602
H 3.9190 1.2560 0.9407
H 4.7321 3.5082 1.5346
H 4.3602 5.8851 1.7446
H 2.9007 7.8533 1.5201
H 0.5756 7.5747 0.6963
H -0.2757 5.3902 0.0971
C 0.3224 -4.7311 -2.1956
C -0.5958 -3.9675 -1.1993
C -2.0400 -4.3172 -1.5975
C -0.3375 -2.5267 -1.5637
C -0.2206 -4.3563 0.2207
C -1.1492 -4.7979 1.1590
C -0.7488 -5.1751 2.4331
C 0.5884 -5.1391 2.7885
C 1.5284 -4.7349 1.8529
C 1.1240 -4.3511 0.5883
H -0.0153 -4.5726 -3.2163
H 0.2648 -5.7934 -1.9613
H 1.3618 -4.4240 -2.1231
H -2.2744 -3.9090 -2.5795
H -2.7685 -3.9309 -0.8955
H -2.1443 -5.4007 -1.6364
H -0.5656 -2.3585 -2.6442
H -2.1995 -4.8490 0.9179
H -1.4898 -5.5050 3.1457
H 0.8962 -5.4375 3.7796
H 2.5801 -4.7242 2.1076
H 1.8752 -4.0738 -0.1400
*
```


This record from OMol25 describes the ion C4H10N2O with charge +1. The level of theory is wB97M-V/def2-TZVPD.

**HOMO-LUMO gap (spin up / spin down)**: 12.23 / 6.78 eV
**LUMO (spin up / spin down)**: -3.62 / -8.76 eV
**Highest occupied orbital energy (spin up / spin down)**: -15.8531 / -15.5379 eV

```
! RIJCOSX wB97M-V def2-TZVPD def2/J DEFGRID3
* xyz 1 2
C -1.7839 -0.0546 0.1848
C -0.6191 0.7331 -0.3917
C -0.3104 0.4225 -1.8547
N 0.5730 0.4833 0.4194
C 0.9477 -0.7478 0.9577
N 2.0562 -0.6337 1.7628
O 0.4860 -1.8032 0.6317
H -1.8224 -1.0042 -0.2881
H -1.7342 -0.2790 1.2497
H -2.7620 0.3856 0.0170
H -0.7742 1.8045 -0.2699
H 0.4296 1.1338 -2.2208
H -1.1594 0.4617 -2.5350
H 0.0664 -0.5939 -1.9460
H 1.3615 1.1106 0.2688
H 2.1801 -1.3395 2.4755
H 2.8651 -0.0793 1.5387
*
```


This record from OMol25 describes a structure of composition C2H4Br2Si. The level of theory is wB97M-V/def2-TZVPD.

**HOMO-LUMO gap**: 7.60 eV
**LUMO**: -1.35 eV
**Highest occupied orbital energy**: -8.9524 eV

```
! RIJCOSX wB97M-V def2-TZVPD def2/J DEFGRID3
* xyz 0 1
C -0.8254 0.1853 -1.3460
C -0.0557 0.8436 -0.4559
Si 0.1123 0.1809 1.3264
Br -1.2172 -1.4565 1.6830
Br 2.7268 -1.3012 0.6243
H -0.7942 0.2101 -2.4815
H -1.4264 -0.7675 -1.1235
H 0.7999 1.4070 -0.8614
H 0.6799 0.6983 2.6346
*
```


This record from OMol25 describes a cluster of 11 separate species, C5H32N2O11 in total. The level of theory is wB97M-V/def2-TZVPD.

**HOMO-LUMO gap**: 8.55 eV
**LUMO**: -0.16 eV
**Highest occupied orbital energy**: -8.7140 eV
**Structure (SMILES)**: CCNC(=O)CNC.O.O.O.O.O.O.O.O.O.O

```
! RIJCOSX wB97M-V def2-TZVPD def2/J DEFGRID3
* xyz 0 1
O -0.8438 1.9190 1.7568
C 0.2424 1.7899 1.0448
N 1.2546 2.1089 1.8041
C 2.6816 2.2629 1.5338
C 3.3497 1.2027 0.5612
C 0.4148 1.4424 -0.3548
N -0.7014 1.6800 -1.1933
C -0.5020 2.5956 -2.3197
H 1.1025 1.9048 2.9183
H 2.7894 3.2556 1.0804
H 3.2837 2.3133 2.4495
H 3.2383 0.2207 0.8710
H 3.1550 1.2867 -0.5264
H 4.4008 1.6154 0.6121
H 1.3376 1.9364 -0.6310
H 0.5489 0.2689 -0.5007
H -1.6594 1.6710 -0.7915
H 0.5544 2.5866 -2.5242
H -1.2705 2.1877 -3.0893
H -0.7951 3.5837 -2.1177
H 1.1075 -4.1120 2.1370
H 1.5437 -2.6921 2.2348
O 0.7297 -3.3092 2.1411
H -3.4169 0.4736 -1.1284
H -3.7716 -0.6401 -2.0524
O -3.9370 0.2787 -1.9699
H 0.0200 -3.2182 -1.6949
H -0.2241 -2.6290 -0.2024
O -0.3400 -2.4898 -1.1100
H 0.1771 -0.5594 2.5112
H 1.5721 -0.9187 2.8248
O 1.1147 -0.4761 2.2203
H -1.8751 -1.1956 -0.0602
H -2.6774 -1.7607 1.0105
O -2.6458 -1.8032 0.0597
H 2.3378 -0.8546 -2.0480
H 1.6806 0.5362 -2.3126
O 2.5008 0.1083 -2.3169
H -1.7465 -1.5563 -3.2797
H -2.4175 -2.1876 -1.9029
O -2.5238 -2.0137 -2.9203
H -2.8721 -0.8822 2.9013
H -3.4075 0.1810 2.1436
O -3.4137 -0.7020 2.2362
H -0.4796 0.5291 4.5122
H -0.9691 0.6877 2.9794
O -0.8760 0.1332 3.7168
H 0.8251 -1.6295 -4.1292
H 0.2969 -2.6969 -3.3953
O 1.1063 -2.4329 -3.6893
*
```


This record from OMol25 describes the ion C4H7N2O with charge +1. The level of theory is wB97M-V/def2-TZVPD.

**HOMO-LUMO gap**: 9.06 eV
**LUMO**: -5.15 eV
**Highest occupied orbital energy**: -14.2080 eV
**Structure (SMILES)**: N[C@@H]1C=[NH+]CC1=O

```
! RIJCOSX wB97M-V def2-TZVPD def2/J DEFGRID3
* xyz 1 1
C 0.6573 -0.7796 -0.9863
C 1.6658 -0.1257 -0.0546
C -0.6849 -0.7592 -0.2881
C -0.3175 0.2158 0.9808
N 0.9455 0.5005 0.9992
N -1.7287 -0.0845 -0.8979
O 0.8856 -1.3868 -1.9936
H 2.3157 -0.9758 0.2262
H 2.3519 0.6363 -0.4691
H -1.0044 -1.7316 0.0649
H -1.1079 0.6062 1.6631
H 1.2741 1.3236 1.4320
H -1.7320 0.7770 -1.3551
H -2.7122 -0.1631 -0.4921
*
```


Number 1: maximum force 17.90 eV/Å. Number 2: maximum force 0.64 eV/Å. Number 3: maximum force 2.24 eV/Å. Number 4: maximum force 3.12 eV/Å. Number 5: maximum force 6.21 eV/Å. Number 6: maximum force 4.32 eV/Å.